One molecule with the formula C3H5NO4 at a distorted geometry. Source: OMol25; level of theory: the ωB97M-V functional and the def2-TZVPD basis.

Results
energy	-12869.2437	eV
HOMO	-9.65	eV
relative energy (zero: lowest compared OMol25 entry of this formula, charge and spin)	3.631	eV
F_max	3.74	eV Å⁻¹
SMILES	O=COCO/C=N/O
LUMO energy	0.9	eV

Structure (ORCA input):
```
! wB97M-V def2-TZVPD RIJCOSX def2/J DEFGRID3
* xyz 0 1
C -1.58770 -0.71953 -0.12313
C 0.58977 0.01496 0.06367
C 2.97129 -0.00560 -0.02985
H -3.53335 1.44699 0.13950
H -2.26220 -1.59904 -0.22849
H 0.46865 0.76014 -0.68327
H 0.45804 0.43172 1.11166
H 3.82952 -0.79266 -0.03522
N -1.98973 0.52096 0.07152
O -3.42959 0.53709 -0.13531
O -0.28149 -1.03222 0.04341
O 1.82895 -0.73161 -0.09412
O 2.93786 1.16881 -0.10038
*
```

---

C3H5NO5 as an isolated structure at a distorted geometry. Source: OMol25; level of theory: the ωB97M-V functional and the def2-TZVPD basis.

Results
energy	-14916.0592	eV
HOMO	1.02	eV
relative energy (zero: lowest compared OMol25 entry of this formula, charge and spin)	0.118	eV
F_max	4.78	eV Å⁻¹
LUMO energy	7.0	eV

Structure (ORCA input):
```
! wB97M-V def2-TZVPD RIJCOSX def2/J DEFGRID3
* xyz -2 1
C -0.65919 0.19193 -0.31211
C 1.62379 -0.24289 0.35938
C -1.72228 -0.38136 0.73973
N 0.67595 0.88573 0.29428
O -1.22210 1.11215 -1.05376
O 1.00416 1.84780 -0.64790
O -0.27759 -1.04637 -0.98465
O -2.28457 0.42262 1.49394
O -1.89340 -1.62639 0.62441
H 2.39668 0.21236 1.00095
H 1.21828 -1.05840 0.87333
H 2.14172 -0.30964 -0.62446
H -0.22238 1.77780 -1.08549
H -0.77908 -1.78535 -0.67763
*
```

---

An isolated ion of composition C3H5NO7S2 and charge -2 at a distorted geometry. Source: OMol25; level of theory: the ωB97M-V functional and the def2-TZVPD basis.

Results
energy	-40684.8967	eV
HOMO	-1.91	eV
F_max	5.89	eV Å⁻¹
SMILES	[H]/N=C(/[C@](C)(O)S(=O)(=O)[O-])S(=O)(=O)[O-]
LUMO energy	6.2	eV

Structure (ORCA input):
```
! wB97M-V def2-TZVPD RIJCOSX def2/J DEFGRID3
* xyz -2 1
C -0.33583 -0.20754 0.74506
C 2.08529 0.46029 0.29058
C 0.61119 0.34109 -0.27152
N -0.04429 -1.12840 1.63173
O -2.36644 1.17191 -0.52141
O 0.87271 -0.41111 -2.74622
O -1.95304 1.52800 1.82713
O -2.99451 -0.53989 1.14986
O -0.93537 -1.36890 -1.39157
O 1.27902 -2.13086 -1.06549
O 0.25392 1.45846 -0.94430
S -2.05602 0.54989 0.71432
S 0.45474 -1.01335 -1.42597
H 2.04753 1.06532 1.19138
H 2.61462 0.99095 -0.51721
H 2.22415 -0.57942 0.55139
H -1.03913 -1.41348 1.97892
H -0.71852 1.22705 -1.19668
*
```

---

C3H5NOS as an isolated structure at a distorted geometry. Source: OMol25; level of theory: the ωB97M-V functional and the def2-TZVPD basis.

Results
energy	-17559.6052	eV
HOMO	-8.77	eV
relative energy (zero: lowest compared OMol25 entry of this formula, charge and spin)	5.662	eV
F_max	4.91	eV Å⁻¹
LUMO energy	0.2	eV

Structure (ORCA input):
```
! wB97M-V def2-TZVPD RIJCOSX def2/J DEFGRID3
* xyz 0 1
C -0.95699 1.26089 -1.07996
C -0.79093 -0.18701 -0.71585
C 1.50329 -1.02428 1.68968
H -1.22836 1.44064 -2.39884
H -0.02085 1.94334 -0.81563
H -1.95462 1.31238 -0.29173
H -1.37540 -0.81131 -1.48096
H 1.73561 -2.06792 0.96241
N 0.00672 -0.92113 0.06978
O 0.53821 -0.28186 1.16772
S 2.54331 -0.66374 2.89337
*
```

---

One molecule with the formula C3H5NOS at a distorted geometry. Source: OMol25; level of theory: the ωB97M-V functional and the def2-TZVPD basis.

Results
energy	-17559.9758	eV
HOMO	-8.93	eV
relative energy (zero: lowest compared OMol25 entry of this formula, charge and spin)	5.292	eV
F_max	4.66	eV Å⁻¹
SMILES	CON1CC1=S
LUMO energy	-0.3	eV

Structure (ORCA input):
```
! wB97M-V def2-TZVPD RIJCOSX def2/J DEFGRID3
* xyz 0 1
C 2.03844 1.44010 0.86885
C 1.52455 0.12477 1.24792
C -0.96648 0.30353 -0.63612
N 1.19435 0.84340 -0.04167
O -0.15657 1.32430 -0.31064
S 2.95163 2.66476 1.21689
H 1.83097 -0.97624 0.99803
H 0.83896 0.02352 2.10140
H -1.94966 0.73648 -0.49379
H -0.62391 -0.66171 -0.05843
H -0.96512 0.19658 -1.69931
*
```

---

One molecule with the formula C3H5NOS at a distorted geometry. Source: OMol25; level of theory: the ωB97M-V functional and the def2-TZVPD basis.

Results
energy	-17559.6455	eV
HOMO	-9.13	eV
relative energy (zero: lowest compared OMol25 entry of this formula, charge and spin)	5.622	eV
F_max	5.65	eV Å⁻¹
SMILES	C#C[S@](C)(=N)=O
LUMO energy	0.8	eV

Structure (ORCA input):
```
! wB97M-V def2-TZVPD RIJCOSX def2/J DEFGRID3
* xyz 0 1
C -2.41795 -0.79979 0.10446
C -1.24092 -0.58404 0.11334
C 0.74865 1.42084 0.16585
N 1.09562 -0.98141 -1.30959
O 0.99177 -1.15029 1.28745
S 0.51628 -0.42497 0.12713
H -3.40259 -0.91067 -0.14025
H 1.50154 1.70622 0.88410
H 0.77706 1.91311 -0.83383
H -0.29301 1.54796 0.64670
H 1.72354 -1.73696 -1.04536
*
```